C48H49N10O3SSbSr | ωB97M-V/def2-TZVPD

Values from the calculation:
- energy above the lowest of the compared OMol25 structures with the same formula, charge and spin (eV) = 0.060
- total energy (Eh) = -3300.94638
- total charge = 0

Geometry (Å):
C (1.8947, 2.6047, 0.5814)
H (-0.7846, -7.1214, 1.4725)
H (4.4945, 0.0876, 2.3963)
H (1.8880, 7.5806, 0.2537)
C (2.7429, 3.1063, 1.5585)
N (2.5028, -3.6710, 0.9209)
H (0.5554, 3.2656, 4.1426)
C (3.6151, 2.6325, -1.0607)
H (-0.9291, 2.3255, 2.4032)
C (0.5602, 2.2990, 0.8895)
H (3.1451, 6.4010, -0.1655)
H (2.9335, 3.7338, 3.5980)
H (3.0423, -1.0760, -3.7156)
N (4.4325, -0.3492, 1.4948)
H (-3.7138, 2.2370, 1.8576)
H (3.8082, -3.6030, 4.0162)
C (2.5543, -0.3951, -3.0138)
C (-0.7574, -3.8132, -2.1164)
H (-2.1596, 6.9682, 2.4357)
C (-0.4103, -3.8081, 2.0122)
H (-3.6236, 5.2243, 1.4578)
H (-4.6499, 2.0550, -5.0836)
Sr (-0.4280, -1.1423, 0.4738)
C (-3.5995, 2.1447, -5.3735)
C (-0.9850, -0.8990, 3.2724)
C (-2.2511, -5.6002, 1.0859)
H (-3.1585, 0.9876, 0.7191)
H (-4.3199, -2.2259, -3.4146)
O (2.2698, 2.3786, -0.7171)
C (-0.6093, 2.3392, -1.0975)
C (-2.7869, 0.5266, 2.7715)
S (1.8744, -0.3596, 2.1492)
H (-4.2582, -4.1855, -0.1413)
H (-4.5495, -3.8186, 1.5590)
C (-3.0336, 0.7680, 4.1216)
H (-0.5623, -1.1556, 5.3699)
H (0.8913, -5.4964, 2.3197)
H (-4.6251, 0.7390, 1.6811)
C (0.6228, -2.0330, -2.5471)
H (-3.3824, 1.4145, -6.1584)
C (-1.0140, -6.0632, 1.5049)
H (-3.0168, -6.2801, 0.7344)
H (3.7020, 2.4282, -2.1251)
H (-2.3802, 0.3321, 6.1149)
H (5.7448, -4.5844, 2.7874)
H (-1.7167, -4.7834, -3.7737)
C (0.0076, 5.6237, 0.2173)
H (2.3585, -4.5481, -1.4785)
C (3.5456, -4.1673, 0.2540)
Sb (0.8779, -2.4949, 3.2464)
H (0.7280, 3.8421, -1.3704)
C (4.7321, -4.5125, 0.8980)
N (-1.3174, 1.8970, -2.1505)
H (-3.8405, 1.4268, 4.4155)
C (3.1940, -0.5367, 0.9618)
H (3.3160, 0.1664, -2.4789)
C (-1.0577, -3.9853, -3.4607)
C (0.3390, -2.1031, -3.9057)
N (-1.5853, -3.3653, 1.5498)
C (-2.8453, 0.7940, -3.5594)
H (3.8853, 3.6761, -0.8764)
C (-3.8476, -3.6799, 0.7330)
C (0.1036, 2.5521, 2.1735)
H (0.7846, -1.4005, -4.5948)
H (4.0606, -5.0584, -1.6427)
H (3.6224, -3.3449, -1.7076)
C (-2.5069, -4.2338, 1.1192)
C (-0.4799, 6.4628, 1.2032)
C (-1.7880, 6.3132, 1.6587)
C (-1.1958, -0.6800, 4.6301)
C (4.8340, -4.3181, 2.2641)
N (0.0462, -2.8623, -1.6655)
H (-3.7821, -2.6125, 0.5301)
C (-2.8773, -1.4541, -2.0161)
H (-4.2795, -0.1922, -4.8252)
C (-2.6023, 5.3373, 1.1161)
H (5.1992, -0.2499, 0.8490)
C (-3.6806, -1.3928, -3.1405)
C (3.3909, -4.3022, -1.2330)
C (-0.8025, 4.6110, -0.3138)
O (-2.7465, 1.9751, -4.2637)
C (2.1941, 6.5353, 0.3443)
C (-2.2213, 0.1580, 5.0570)
N (-0.2698, 1.6550, -0.0594)
H (2.3038, 6.2737, 1.4002)
N (3.1178, -0.7000, -0.3179)
C (2.6010, -3.4620, 2.2376)
C (-3.6634, -0.2521, -3.9394)
H (3.7778, 3.3192, 1.3297)
C (-2.0540, 0.7011, -2.3947)
C (2.2625, 3.3425, 2.8433)
H (-2.7350, 3.7157, -0.2949)
O (1.2753, 5.6722, -0.2941)
C (-3.6178, 1.1618, 1.6925)
H (-1.1928, -4.4663, -1.3666)
C (1.7043, -1.1429, -2.0349)
H (1.9333, 0.2931, -3.5917)
C (3.7545, -3.7774, 2.9475)
N (-0.2775, 3.7340, -1.2843)
H (0.1529, 7.2229, 1.6380)
N (-1.7978, -0.2704, 2.3817)
H (-1.5024, 2.6335, -2.8128)
C (-0.0794, -5.1585, 1.9822)
C (-2.1099, 4.4945, 0.1265)
H (-3.4121, 3.1458, -5.7538)
N (1.9225, -1.1913, -0.7748)
C (-0.5210, -3.0887, -4.3642)
C (0.9399, 3.0769, 3.1486)
H (5.5560, -4.9261, 0.3301)
H (-2.9200, -2.3878, -1.4551)
H (4.2908, 1.9726, -0.5102)
C (-2.0135, -0.4284, -1.5800)
H (-0.7585, -3.1545, -5.4181)

---

C48H50EuN6OS4 | ωB97M-V/def2-TZVPD

Values from the calculation:
- 2S+1 = 7
- energy above the lowest of the compared OMol25 structures with the same formula, charge and spin (eV) = 0.850
- <S²> = 12.014
- total energy (Eh) = -4565.26658
- total charge = +3

Geometry (Å):
H (-6.1462, 2.4243, -0.8630)
C (3.8264, -2.3121, -1.5110)
C (0.4327, 4.3927, -4.1144)
C (0.9661, 3.0066, 4.2935)
H (5.7515, -4.2538, -1.8126)
H (1.9027, 0.9696, -5.1367)
H (0.6466, 5.9619, 0.6375)
S (1.5290, -0.4259, -0.5881)
H (-6.0884, -1.7967, 1.3336)
C (-1.0249, -4.1566, 2.2799)
C (-0.0557, -5.8197, 3.7154)
C (1.6300, 3.0226, -5.6836)
C (4.8418, -4.4719, -2.3548)
C (1.4976, 1.9268, -4.8453)
C (-2.7744, -1.8363, 3.7024)
H (3.3336, 1.4200, 1.2597)
H (4.3599, -3.2196, 1.3047)
N (1.6387, 2.2751, 3.2085)
C (-3.2135, 0.0165, 1.7455)
H (1.7989, -3.1798, -3.0593)
H (-1.2282, -7.5727, 4.0444)
C (2.6303, -3.8713, -3.0667)
C (3.6158, -5.9235, -3.8224)
H (-3.8694, 0.8121, -4.6263)
C (2.9092, 2.8938, 2.7743)
C (-2.2200, -6.1834, 2.7467)
H (-0.9342, -0.7642, 3.9495)
C (-4.3392, 2.8996, -4.6230)
C (-4.8162, 1.1762, 0.2787)
H (-2.9498, -4.6196, 1.4737)
S (-0.2641, 4.3483, 2.1107)
H (2.7985, -5.0776, 1.9220)
C (3.1766, 2.5056, 1.3199)
C (1.1115, 4.2562, -5.3159)
C (1.8893, 4.2757, 0.1610)
H (4.0884, 3.0079, 0.9707)
C (0.3949, 4.3477, 3.8310)
N (2.0134, 2.8359, 0.4685)
C (-2.9746, 4.2888, -3.2249)
H (-4.6751, -2.6835, 3.2061)
H (1.1332, 5.1459, 3.8813)
H (3.3439, -1.4834, -2.0288)
H (-3.0933, -6.8024, 2.6199)
C (-2.1417, -4.9540, 2.1082)
C (-1.8484, -0.8453, 3.3739)
H (-2.4005, 4.1347, 0.3261)
C (-4.3220, 3.4321, -0.3551)
H (4.8657, -2.0445, -1.2915)
N (3.1485, -2.5084, -0.2404)
C (4.7593, -5.6402, -3.0947)
H (1.9678, -4.2064, 3.9179)
H (-4.5769, 5.0222, -4.4331)
H (3.5532, -6.8329, -4.4025)
H (2.1304, 2.9120, -6.6315)
C (2.5539, -5.0343, -3.8123)
H (0.7568, -6.1543, 4.3441)
O (-0.5246, 2.1504, -1.0409)
C (0.8210, 2.0515, -3.6443)
H (4.1406, -4.3213, -0.0745)
C (-2.5649, 1.9119, -3.3391)
C (-5.6966, 0.0608, 0.3897)
H (2.8476, 3.9766, 2.8632)
H (3.7506, 2.5645, 3.3891)
C (0.2848, 3.2788, -3.3018)
C (1.1141, 5.1361, 1.1747)
C (-4.0217, 4.1509, -4.1193)
C (-1.1761, -6.6147, 3.5489)
S (1.2238, -0.7496, 2.5881)
C (1.2119, -3.6797, 3.3308)
C (-3.0807, 3.2897, 0.2725)
H (-0.4442, 4.6324, 4.4688)
H (0.1503, 2.3723, 4.6584)
Eu (-0.1611, 1.5306, 1.1742)
H (-2.7015, 5.2590, -2.8396)
C (-3.5456, 1.1348, 0.9011)
H (1.8885, 1.3642, 3.6011)
C (2.4618, -4.2667, 1.2734)
H (0.0011, 5.3394, -3.8253)
N (-2.6722, 2.1715, 0.8515)
H (-6.6241, 0.0911, -0.1587)
S (-0.7745, 3.4257, -1.8454)
H (1.7692, -4.6894, 0.5367)
H (2.1871, 2.3738, -0.4310)
C (2.1964, -1.7315, 0.2447)
C (-4.1904, -0.9838, 1.9668)
H (0.6883, 1.2116, -2.9789)
C (-5.3983, -0.9769, 1.2080)
H (0.9092, -2.7890, 3.8842)
H (-1.9670, 1.0624, -3.0475)
C (-3.9394, -1.9293, 2.9774)
C (-3.6196, 1.7819, -4.2266)
H (-4.5973, 4.3776, -0.7921)
C (-5.1810, 2.3592, -0.3861)
C (3.7770, -3.5765, -2.3407)
C (0.0190, -4.5806, 3.0933)
H (-0.9626, -3.1936, 1.7822)
H (-2.5627, -2.5094, 4.5171)
C (1.7205, -2.0267, 1.6149)
H (1.6649, -5.2499, -4.3846)
N (-2.0208, 0.0401, 2.4012)
H (2.8844, 4.7296, 0.0623)
H (1.2209, 5.1083, -5.9686)
H (1.7780, 5.5733, 1.9168)
C (3.6364, -3.6046, 0.5753)
H (1.6449, 3.2013, 5.1353)
H (5.5902, -6.3300, -3.1027)
C (-2.2523, 3.1656, -2.8508)
N (1.8020, -3.2595, 2.0793)
H (-5.1339, 2.7971, -5.3464)
H (1.3896, 4.3529, -0.8070)

---

C48H50FeNO3PS3Si2Te | ωB97M-V/def2-TZVPD

Values from the calculation:
- 2S+1 = 5
- energy above the lowest of the compared OMol25 structures with the same formula, charge and spin (eV) = 0.000
- <S²> = 6.022
- total energy (Eh) = -5786.37613
- total charge = -2

Geometry (Å):
H (1.6550, -5.0301, 4.0700)
C (-2.3305, -2.0637, -2.1591)
H (-6.0750, -2.3640, -3.1208)
H (0.2018, -3.2058, 3.3429)
H (-2.0723, -1.2379, -4.1277)
H (-4.4449, -1.4392, -4.7408)
C (1.3573, -3.2424, -0.5063)
C (3.3757, 0.6999, 2.8436)
C (1.2416, -5.5097, 0.2785)
C (1.8110, -0.8120, -4.8417)
C (1.7317, -1.9436, -5.6369)
C (0.2662, -1.7989, -3.2669)
H (-5.1959, 2.3677, -3.3960)
C (-3.1978, 0.8136, 3.8165)
C (-3.2605, -2.5553, -1.2397)
C (1.0774, -0.7392, -3.6637)
H (-0.4154, -3.7691, -3.7667)
C (0.2008, -2.9316, -4.0750)
C (-0.6639, -4.5022, -0.7968)
C (-5.9309, -3.8091, 3.7029)
H (-5.3019, -3.0414, -0.8552)
H (-3.4894, 2.2611, -2.9328)
H (0.4618, 2.4364, 3.9046)
S (1.1487, 0.7748, -2.6978)
H (-4.4090, 0.7871, -3.2310)
H (-1.7129, 4.4280, 4.6887)
S (3.2251, 2.4033, 2.5351)
H (-7.3298, 1.0588, -1.4287)
H (-2.3841, 3.2354, 5.8089)
C (-0.2703, 1.6242, 3.9209)
C (-2.2045, 3.0334, 1.8765)
C (3.1458, -2.0366, 3.0841)
C (0.1622, -6.5608, 3.8414)
C (-5.3569, 3.4520, -0.3995)
H (-7.6754, -2.6625, 3.1382)
O (2.1799, 1.5714, -3.3158)
C (-1.5380, -4.4204, 3.0141)
C (2.2163, -1.3526, 2.3200)
C (0.0336, -3.3110, -0.9471)
C (-1.0998, -1.3119, 1.3223)
H (5.1067, 0.5415, 4.1114)
H (-6.8315, 0.6341, 0.2162)
C (-2.7745, -1.6604, -3.4187)
C (-0.1863, -4.2148, 3.3758)
C (-6.5051, 0.6663, -0.8267)
C (2.3356, 0.0296, 2.1803)
C (-4.5668, -3.9950, 3.5625)
H (-3.8195, 0.6921, 0.9923)
H (-5.7854, 3.4380, 0.6058)
H (-3.1742, 0.4714, 4.8552)
C (-4.4700, 1.7954, -2.8117)
H (0.8059, -7.3723, 4.1594)
H (-1.6888, -4.5846, -1.1291)
C (-3.7727, -3.1760, 2.7142)
C (1.9586, -4.3331, 0.0982)
Fe (-0.0302, -0.0209, 0.2018)
Te (-1.7564, 2.1028, -0.0024)
H (-2.9423, -2.8184, -0.2407)
H (-3.2432, 3.3552, 1.7659)
C (-3.5696, 0.9429, -0.0385)
C (-4.5991, -2.6726, -1.5912)
H (-3.4258, 3.9931, 4.5986)
C (-4.1152, -1.7663, -3.7612)
H (-6.0882, 3.9142, -1.0694)
H (2.9774, -4.2506, 0.4580)
C (-2.4212, 3.6005, 4.7786)
H (-2.9797, -5.9970, 2.7196)
N (1.4872, 0.8454, 1.4423)
C (-4.4871, -2.1254, 2.0756)
H (-4.0914, -4.7585, 4.1579)
H (3.0422, -3.1078, 3.1964)
H (-4.2288, 1.0942, 3.5790)
C (0.9219, -3.0061, -5.2561)
Si (-1.9946, 2.2163, 3.5653)
H (2.4353, 0.0294, -5.1095)
C (0.6322, -5.2505, 3.7838)
S (0.9791, 3.4442, 0.8688)
H (-2.9176, -0.0433, 3.2068)
C (-1.9823, -5.7612, 3.0599)
H (-6.3066, -0.3600, -1.1455)
H (1.6930, -6.3510, 0.7897)
C (4.1912, -1.3655, 3.7199)
H (-1.5411, -7.8105, 3.4629)
H (1.3805, -1.8736, 1.8724)
H (-4.4691, 4.0880, -0.3862)
C (-5.0279, -2.2820, -2.8524)
C (-1.1531, -6.7964, 3.4620)
Si (-4.9559, 1.7172, -1.0043)
H (2.3078, -1.9992, -6.5533)
H (0.0242, 0.8690, 3.1957)
H (-6.4777, -4.4649, 4.3742)
C (-6.6069, -2.7991, 3.0258)
H (-1.5836, 3.9347, 1.8552)
H (-6.3257, -1.1322, 1.6903)
H (0.8584, -3.8958, -5.8712)
C (-2.3450, -3.2995, 2.5574)
C (1.7937, 2.1226, 1.5360)
C (-0.0649, -5.5918, -0.1745)
H (-3.9324, -1.4374, 1.4540)
H (-0.2486, 1.1487, 4.9066)
C (-5.8478, -1.9515, 2.2214)
P (-0.6095, -1.7423, -1.6428)
H (4.9062, -1.9194, 4.3166)
O (-0.2048, 1.2931, -2.7645)
C (4.3083, 0.0107, 3.6067)
H (-3.2897, 0.0040, -0.5254)
H (-0.6355, -6.4992, -0.0203)
O (1.5101, 0.3177, -1.3310)
H (1.9156, -2.3175, -0.6222)
C (-1.6433, -2.2440, 1.9204)

---

Q: Look up the total energy of the second one.
A: -4565.26658 Eh

---

Q: Look up the total energy of the third one.
A: -5786.37613 Eh